Record 1
# C30H46AsCoN10P2

C30H46AsCoN10P2 as an isolated structure (the ωB97M-V functional and the def2-TZVPD basis, OMol25).

Values from the calculation:
- Molecular weight: 742.6 g/mol
- Lowest unoccupied orbital energy (alpha / beta): -7.2 / -7.0 eV
- Charge: +3
- Relative energy (zero: lowest compared OMol25 entry of this formula, charge and spin): 0.0 kcal per mole
- Calculated total energy: -6018.78283 a.u.
- Kohn-Sham gap (alpha / beta): 0.26350 / 0.27405 Ha
- 2S+1: 2

Each line ends with the Löwdin spin population.
CARTESIAN COORDINATES (ANGSTROEM)
Co: -0.52 -0.78 0.16  0.94
C: -0.60 -0.35 -5.29  0.00
N: -0.10 -0.24 -3.92  0.00
C: 1.09 0.33 -3.55  0.00
C: 1.15 0.24 -2.19  0.00
N: 0.02 -0.39 -1.73  0.00
C: -0.72 -0.66 -2.79  0.00
P: -2.36 -1.45 -2.73  0.00
C: -2.99 -0.41 -1.37  0.00
N: -2.35 -0.16 -0.24  -0.01
C: -3.20 0.56 0.55  0.00
C: -4.37 0.75 -0.13  0.00
N: -4.23 0.13 -1.33  0.00
C: -5.27 0.05 -2.36  0.00
C: -1.88 -2.87 -1.68  0.00
N: -1.17 -2.79 -0.56  0.04
C: -1.12 -4.06 -0.07  0.00
C: -1.80 -4.91 -0.90  0.00
N: -2.28 -4.14 -1.92  0.00
C: -3.09 -4.62 -3.04  0.00
H: 0.07 0.21 -5.94  0.00
H: -1.59 0.08 -5.36  0.00
H: -0.61 -1.39 -5.61  0.00
H: 1.75 0.77 -4.27  0.00
H: 1.90 0.64 -1.53  0.00
H: -2.93 0.92 1.52  0.00
H: -5.27 1.27 0.15  0.00
H: -5.89 0.94 -2.29  0.00
H: -5.88 -0.84 -2.21  0.00
H: -4.81 0.03 -3.35  0.00
H: -0.66 -4.31 0.87  0.00
H: -2.00 -5.97 -0.85  0.00
H: -3.25 -5.69 -2.91  0.00
H: -2.57 -4.46 -3.98  0.00
H: -4.05 -4.12 -3.05  0.00
C: 4.69 -1.97 0.29  0.00
N: 3.74 -3.12 -0.09  0.00
C: 3.54 -4.01 1.15  0.00
N: 3.08 -3.24 2.25  0.00
C: 4.02 -2.16 2.55  0.00
N: 4.19 -1.26 1.41  0.00
C: 2.98 -0.48 1.12  0.00
P: 1.57 -1.58 0.66  -0.01
C: 2.43 -2.60 -0.61  0.00
C: 1.71 -2.76 2.08  0.00
H: 4.79 -1.34 -0.59  0.00
H: 5.65 -2.44 0.52  0.00
H: 4.18 -3.69 -0.82  0.00
H: 4.51 -4.45 1.36  0.00
H: 2.83 -4.79 0.88  0.00
H: 4.99 -2.59 2.81  0.00
H: 3.66 -1.59 3.41  0.00
H: 3.19 0.22 0.31  0.00
H: 2.71 0.11 1.99  0.00
H: 2.63 -2.00 -1.50  0.00
H: 1.80 -3.44 -0.91  0.00
H: 1.04 -3.60 1.94  0.00
H: 1.40 -2.24 2.99  0.00
C: -1.15 3.01 1.85  0.01
As: 0.06 2.14 0.60  0.04
C: 1.73 2.77 1.42  0.01
C: -0.05 3.36 -0.95  0.01
C: 0.07 4.82 -0.60  0.00
C: 1.31 5.44 -0.59  0.00
C: 1.43 6.78 -0.25  0.00
C: 0.29 7.51 0.08  0.00
C: -0.95 6.90 0.06  0.00
C: -1.06 5.56 -0.28  0.00
H: -0.81 4.03 2.05  0.00
H: -1.18 2.45 2.78  0.00
H: -2.16 3.06 1.44  0.00
H: 1.68 3.84 1.58  0.00
H: 2.58 2.56 0.78  0.00
H: 1.86 2.28 2.38  0.00
H: -1.00 3.14 -1.44  0.00
H: 0.74 3.05 -1.63  0.00
H: 2.20 4.88 -0.87  0.00
H: 2.40 7.26 -0.26  0.00
H: 0.38 8.56 0.34  0.00
H: -1.84 7.47 0.30  0.00
H: -2.04 5.10 -0.31  0.00
C: -0.38 0.10 5.44  0.00
C: -1.43 -0.71 4.67  0.00
C: -1.16 -0.75 3.23  0.00
N: -0.94 -0.77 2.11  0.00
H: -0.62 0.06 6.50  0.00
H: -0.39 1.15 5.13  0.00
H: 0.62 -0.30 5.31  0.00
H: -2.43 -0.30 4.79  0.00
H: -1.47 -1.75 5.01  0.00

***

Record 2
# C30H46F5NO3PSi3Ti

C30H46F5NO3PSi3Ti as an isolated structure (the ωB97M-V functional and the def2-TZVPD basis, OMol25).

Values from the calculation:
- Molecular weight: 726.8 g/mol
- Lowest unoccupied orbital energy: -3.9 eV
- Charge: +1
- Relative energy (zero: lowest compared OMol25 entry of this formula, charge and spin): 0.4 kcal per mole
- Calculated total energy: -4009.84192 a.u.
- Kohn-Sham gap: 0.29094 Ha

Each line ends with the Mulliken charge.
CARTESIAN COORDINATES (ANGSTROEM)
Ti: -0.17 0.30 0.24  -4.02
C: 0.04 -1.97 -2.09  -1.26
O: -0.31 -1.45 -0.80  1.01
Si: -1.03 -2.34 0.52  -0.83
C: -2.27 -3.54 -0.17  -1.16
C: 0.36 -3.36 1.23  -1.19
C: -1.53 -0.75 1.37  2.36
Si: -1.69 -1.15 3.24  0.83
C: -2.78 0.07 4.15  -0.99
C: -2.43 -2.87 3.42  -1.33
C: -0.10 -1.26 4.22  -1.26
Si: -3.29 -0.28 0.68  0.61
C: -3.69 1.51 1.05  -0.94
C: -4.65 -1.33 1.42  -1.11
C: -3.49 -0.47 -1.18  -1.25
H: -0.87 -2.17 -2.65  0.28
H: 0.63 -2.88 -1.97  0.31
H: 0.65 -1.23 -2.61  0.32
H: -1.76 -4.16 -0.92  0.44
H: -3.15 -3.10 -0.64  0.41
H: -2.60 -4.20 0.62  0.40
H: 0.96 -3.73 0.39  0.48
H: -0.01 -4.23 1.76  0.51
H: 1.02 -2.80 1.88  0.18
H: -3.80 0.14 3.78  0.33
H: -2.35 1.08 4.16  0.19
H: -2.83 -0.26 5.19  0.44
H: -3.32 -3.07 2.82  0.32
H: -2.71 -3.00 4.47  0.46
H: -1.69 -3.65 3.21  0.30
H: 0.23 -0.30 4.62  0.25
H: 0.74 -1.70 3.68  0.23
H: -0.31 -1.91 5.07  0.65
H: -3.72 1.73 2.12  0.27
H: -4.67 1.74 0.63  0.60
H: -2.97 2.19 0.58  -0.06
H: -4.72 -1.32 2.51  0.33
H: -4.60 -2.37 1.10  0.30
H: -5.59 -0.93 1.03  0.49
H: -3.27 0.46 -1.70  0.27
H: -4.53 -0.72 -1.37  0.56
H: -2.88 -1.25 -1.65  0.20
O: 3.31 0.98 -2.15  -0.61
C: 2.15 1.21 -2.35  -0.71
N: 1.11 1.09 -1.39  1.88
C: -0.03 1.41 -1.99  0.28
O: -1.09 1.29 -1.29  -0.79
C: 0.14 1.82 -3.39  0.41
C: -0.73 2.24 -4.37  -0.68
C: -0.19 2.55 -5.61  -0.79
C: 1.18 2.42 -5.85  -0.54
C: 2.06 1.99 -4.85  -0.83
C: 1.51 1.69 -3.63  0.51
H: -1.79 2.34 -4.18  0.57
H: -0.83 2.88 -6.41  0.46
H: 1.57 2.67 -6.83  0.44
H: 3.12 1.89 -5.03  0.57
C: -0.52 4.45 3.42  -1.76
C: -0.85 3.13 2.72  -0.04
P: 0.05 2.82 1.15  1.67
C: -0.75 4.05 0.03  -0.77
C: 0.12 4.66 -1.06  -1.36
C: 1.73 3.49 1.45  -0.94
C: 2.81 3.15 0.43  -1.06
H: -1.17 4.58 4.28  0.48
H: -0.67 5.31 2.76  0.33
H: 0.51 4.47 3.77  0.36
H: -1.91 3.08 2.47  0.31
H: -0.64 2.29 3.39  -0.13
H: -1.13 4.84 0.68  0.97
H: -1.63 3.57 -0.41  0.23
H: 0.95 5.23 -0.64  0.36
H: -0.48 5.35 -1.66  0.43
H: 0.54 3.92 -1.74  0.18
H: 2.02 3.15 2.44  0.53
H: 1.60 4.57 1.53  0.75
H: 2.97 2.08 0.35  0.02
H: 3.75 3.61 0.74  0.51
H: 2.58 3.53 -0.56  0.23
F: 1.26 1.05 3.10  -0.52
C: 2.11 0.29 2.37  -1.24
C: 1.72 -0.18 1.13  2.76
C: 2.68 -0.93 0.47  -0.46
F: 2.42 -1.48 -0.73  -0.55
C: 3.93 -1.20 0.99  0.42
F: 4.81 -1.94 0.32  -0.32
C: 4.27 -0.70 2.24  0.51
F: 5.46 -0.95 2.76  -0.31
C: 3.35 0.06 2.94  0.59
F: 3.65 0.55 4.14  -0.34

***

Record 3
# C30H46F9I2N2O8P2S2

A 3-piece molecular cluster, C30H46F9I2N2O8P2S2 overall (the ωB97M-V functional and the def2-TZVPD basis, OMol25).

Values from the calculation:
- Molecular weight: 1113.6 g/mol
- Lowest unoccupied orbital energy: -4.6 eV
- Charge: +1
- Calculated total energy: -4855.15820 a.u.
- Kohn-Sham gap: 0.24448 Ha

Each line ends with the Mulliken charge.
CARTESIAN COORDINATES (ANGSTROEM)
C: 0.36 -0.90 -0.79  -0.65
C: 1.42 -0.71 -0.26  -1.23
C: 2.68 -0.34 0.42  2.89
C: 2.34 0.75 1.49  -1.56
C: 1.00 0.59 2.23  -1.31
C: -0.12 1.47 1.64  0.09
C: -1.50 0.83 1.84  -1.28
C: -2.50 1.39 0.86  0.81
F: -2.55 2.73 0.92  -0.33
F: -2.14 1.07 -0.42  -0.32
C: -3.93 0.84 1.13  0.30
F: -4.37 1.39 2.25  -0.27
F: -3.81 -0.48 1.33  -0.17
S: -5.25 1.06 -0.23  1.53
F: -6.08 -0.16 0.37  -0.32
F: -6.09 2.06 0.66  -0.33
F: -4.45 2.28 -0.84  -0.28
F: -4.43 0.06 -1.15  -0.28
F: -6.33 1.20 -1.38  -0.31
C: 3.26 -1.61 1.06  0.54
C: 2.87 -2.15 2.38  -1.56
C: 3.67 -1.64 3.58  0.70
C: 5.16 -1.46 3.52  -1.15
N: 2.96 -1.44 4.61  -0.66
N: 4.13 -2.16 0.27  -0.55
I: 5.04 -3.95 0.65  0.24
C: 4.24 -1.46 -1.06  0.61
C: 3.30 -2.28 -2.02  -1.40
O: 2.45 -3.10 -1.25  -0.12
C: 1.35 -3.61 -1.99  -0.30
C: 0.47 -4.43 -1.06  -1.22
P: 5.89 -1.56 -1.97  0.39
S: 5.77 -1.09 -3.83  -0.29
C: 3.83 0.01 -0.61  1.57
C: 3.41 0.81 -1.85  -1.67
C: 3.03 2.31 -1.70  -0.76
C: 3.75 3.20 -2.73  -1.38
I: 0.90 2.61 -1.99  0.10
C: 5.03 0.58 0.22  -0.68
P: 6.19 1.80 -0.42  0.54
O: 6.63 1.63 -1.81  -0.65
O: 5.50 3.18 -0.03  -0.58
O: 7.39 1.66 0.65  -0.57
H: -0.62 -1.02 -1.21  0.85
H: 2.34 1.72 1.01  0.62
H: 3.14 0.78 2.23  0.78
H: 0.66 -0.45 2.24  0.25
H: 1.15 0.87 3.27  0.50
H: 0.06 1.66 0.58  -0.41
H: -0.09 2.44 2.14  0.44
H: -1.43 -0.25 1.67  0.40
H: -1.87 1.04 2.84  0.61
H: 2.91 -3.25 2.36  1.07
H: 1.84 -1.88 2.60  -0.16
H: 5.44 -0.60 4.13  0.46
H: 5.55 -1.33 2.51  -0.02
H: 5.64 -2.35 3.94  0.36
H: 3.52 -1.15 5.41  0.30
H: 3.92 -2.92 -2.66  0.75
H: 2.74 -1.63 -2.69  0.38
H: 1.71 -4.21 -2.83  0.39
H: 0.77 -2.77 -2.41  0.28
H: -0.39 -4.78 -1.63  0.44
H: 0.09 -3.80 -0.25  0.21
H: 1.01 -5.28 -0.64  0.31
H: 6.80 -0.82 -1.21  0.09
H: 6.26 -2.89 -1.75  0.11
H: 4.22 0.75 -2.57  0.13
H: 2.56 0.29 -2.30  0.63
H: 3.22 2.68 -0.70  0.63
H: 4.71 2.77 -3.01  0.38
H: 3.15 3.36 -3.62  0.46
H: 3.94 4.19 -2.29  0.32
H: 4.68 1.01 1.16  0.10
H: 5.70 -0.23 0.53  0.43
H: 5.85 3.90 -0.57  0.39
H: 8.21 1.45 0.19  0.39
O: -3.40 -6.28 1.81  -0.58
C: -4.16 -5.38 1.63  0.43
O: -3.89 -4.39 0.74  -0.39
C: -4.91 -3.38 0.79  0.17
C: -6.14 -4.07 1.37  -0.57
C: -5.49 -5.11 2.29  -0.42
H: -4.55 -2.57 1.43  -0.18
H: -5.06 -2.99 -0.21  0.34
H: -6.81 -3.38 1.87  0.33
H: -6.69 -4.57 0.58  0.29
H: -5.30 -4.71 3.29  0.25
H: -6.06 -6.03 2.39  0.34
O: -8.42 7.64 -1.99  -0.55
C: -7.91 6.59 -2.20  0.45
O: -8.00 5.96 -3.40  -0.35
C: -7.36 4.68 -3.35  -0.50
C: -6.36 4.77 -2.20  0.28
C: -7.07 5.74 -1.26  -0.46
H: -8.13 3.92 -3.18  0.28
H: -6.90 4.49 -4.32  0.32
H: -6.12 3.81 -1.76  -0.33
H: -5.43 5.22 -2.56  0.24
H: -7.75 5.23 -0.57  0.26
H: -6.40 6.37 -0.68  0.35